Record 1
A 20-piece molecular cluster, C62H175N11O20 overall, computed with ωB97M-V/def2-TZVPD.

```
268
C62H175N11O20 ωB97M-V/def2-TZVPD
H 5.56423 6.79647 -0.28438
C -1.02200 -0.52829 -4.65020
H 8.42253 3.68526 1.97067
C -1.38492 -3.44437 -1.15355
H -3.45323 -1.43355 -3.36007
H -5.34443 -2.49111 -1.55036
H 5.92315 2.61766 4.10237
C 3.37603 4.10712 2.28806
H 2.91871 -0.60236 5.14875
H -6.06021 -1.89007 1.20477
H -6.47720 -1.04734 5.73493
O -0.30368 -0.13779 -0.44504
H -0.64241 -0.43504 -3.63270
C 8.86993 3.47693 0.99880
H 6.33220 4.34026 0.62198
O 3.86540 0.79755 3.95182
C 2.70704 -0.00561 4.26151
H -4.12599 4.00775 -1.89622
H 4.22403 0.20288 -1.91673
O -1.24558 3.35546 6.30970
O -4.07017 -3.49514 1.50952
H -0.28585 1.70328 2.26180
H 6.07214 -3.23717 3.10152
C 2.22065 -6.01023 -3.86282
H 4.07786 5.32305 6.55758
C -5.57748 2.90061 -4.63043
C -3.61148 -3.75694 -5.82603
H 2.49095 -5.91295 -0.40630
C -3.70311 4.48611 0.15801
H 3.71751 2.93250 -6.56797
H 3.09626 2.33494 -0.34342
N -4.75499 3.01118 3.22042
C 4.31856 -4.37551 0.00281
O 4.03903 -2.98435 2.73862
H 0.04102 -4.64850 -0.17569
H 3.30512 3.73300 3.30938
H 6.31268 7.14204 -1.84417
N 5.19043 4.63497 -1.79471
O -5.54003 2.00567 -3.50091
C 6.52822 5.08157 -1.32996
H -2.93456 5.01677 4.02273
H 6.16525 -0.99400 -7.37080
H -4.55911 3.26071 -4.77662
H -2.14002 -1.63768 -6.64460
H -4.86840 3.42836 1.42706
H -0.34230 -1.13473 -5.24880
H -2.04605 3.98266 -3.85667
C -1.77015 -6.73112 -2.68860
H 0.78755 -0.27130 1.35662
H -7.51946 -1.33223 -2.28403
H -1.20544 1.90687 0.70633
C -2.91122 -1.29862 -5.95294
C -1.67545 3.14414 -3.26706
H 2.82212 6.53618 6.31470
H -1.42650 3.06694 7.20726
H -3.64594 1.72111 -1.59588
H 1.69329 -2.27808 -4.97423
H 2.19718 -2.11068 -1.47572
H 6.99934 0.96497 6.22076
H 5.03133 -2.29963 -6.92620
H 6.10996 0.67627 2.59402
H 2.44768 4.60867 2.01470
H -3.02758 4.45041 6.39946
C -2.02386 -4.65799 -1.73473
C 6.95734 4.10641 -0.23977
O 3.41469 3.14470 0.06215
H 1.82119 4.31777 7.11709
C -7.01819 -2.63948 -0.56587
H -0.03404 1.84749 -2.91715
H 8.68198 2.43098 0.75639
H -1.03942 -3.99922 1.01706
H -8.16318 -2.88352 -2.46114
H -2.18488 -6.48622 -3.66641
H -9.72366 -0.47742 -2.71263
C -7.92414 -2.15147 -1.68974
H -5.25631 -3.37358 -0.21902
H -0.88902 -0.88560 -0.58557
O 8.34631 4.30730 0.01464
H 4.75878 5.44995 -2.20651
H 2.14230 -6.42951 3.48838
C -0.53482 -3.75938 0.08114
H -0.36264 7.20622 0.46012
C 0.17106 -1.16670 7.11186
H -3.10127 3.05273 5.45769
H 3.01188 -5.32001 -4.15548
H -3.66766 1.80771 1.35709
H 2.66184 0.56839 -4.10004
O 3.99351 -4.85592 -1.31008
H 7.31055 6.86028 -0.43277
H 1.85228 6.00257 -1.87075
H 0.52796 1.98195 0.68503
O -1.09944 -5.58471 -2.22982
H -2.70261 -4.38087 -2.54133
H 5.29262 -3.89425 -0.08493
C -2.42470 3.87259 5.69891
C 2.99958 -1.60840 -2.01605
H -5.89308 2.26202 -5.45548
C -3.94986 1.06698 2.10529
C 5.14629 -1.36621 -7.47718
H -1.59199 5.67702 4.92824
C 6.39860 6.54228 -0.93809
H -5.00551 -1.77562 -3.40642
H 0.83478 -5.84443 3.83790
H 1.36459 -2.53415 2.69579
C -5.09909 1.62010 2.91139
C 3.56757 2.85169 1.45516
H -2.58180 -4.06895 4.43778
C -6.63460 -1.51370 0.35830
H -3.04750 -4.13203 -6.68005
H -10.06003 -2.13011 -2.89909
H -2.94051 -3.98027 -4.99655
C 1.15536 -3.40160 3.32176
H 6.62798 2.47972 6.21031
H -2.35740 -2.65759 2.34787
C 6.75573 0.80778 3.46223
H -5.00523 -1.75976 5.05652
H 0.53416 -6.96357 -1.99449
H 3.52666 -3.68898 0.30226
C -0.16154 0.05117 0.92843
C 6.11580 1.63514 4.53323
C -0.31376 1.50784 1.18982
H -0.12377 5.28279 -1.22853
H 0.19741 -2.95432 0.14299
C -4.89727 0.79520 -3.82834
H -11.06389 -1.21021 -1.80926
H -5.84034 -2.70593 -6.93017
H 9.93388 3.68139 1.11835
H 2.94961 -3.16305 -4.15919
H -5.31979 -1.24799 -7.22436
H 4.35396 -4.88866 3.34429
C 4.71276 1.21167 5.03359
C -0.24110 2.80033 -3.40433
H 4.42987 0.33434 0.53152
C 0.58357 5.49722 -0.42741
H -4.42626 0.56247 4.71530
H -2.97844 5.37102 -1.62312
H -4.89371 -3.86757 1.83309
H -6.52948 -2.29943 4.43169
H 5.56194 -1.60963 2.65706
H 1.50136 0.43582 -0.89385
C 2.12673 -2.46797 -3.99231
N -4.99449 -2.20161 -7.15450
H 0.43915 -0.11128 7.16000
H -2.83892 3.83232 0.27566
H -2.76916 -5.05427 -1.04509
H -3.21408 -0.30039 -6.26903
H 0.16134 -3.77154 3.07043
H -1.28832 4.30038 3.83629
H -5.83462 1.45600 4.85895
H -5.56269 0.11031 -2.09233
H -5.60810 0.18890 -4.38980
H 0.61513 6.23304 1.60598
C -0.88675 -1.44161 6.05161
H 4.80414 -1.34255 -0.01500
H 4.15252 1.92144 5.64223
H 0.50404 -1.95932 8.82300
H -2.57932 -7.03204 -2.02317
C -2.00340 4.75222 4.52376
N 2.65605 1.48370 -4.52696
H -4.87734 -2.11115 -5.18782
O 2.52696 -1.29969 -3.29251
H 1.33611 -3.08642 -3.56743
H 3.56403 5.70258 4.92797
H 0.95530 4.51668 -0.13000
H -2.22912 2.28478 -3.64527
N -2.26577 -2.38355 -0.71455
H -2.88076 -2.78046 -0.01860
H 5.32582 -2.19837 4.25311
C 3.62223 -4.09804 3.51045
H -2.97920 0.92019 2.57896
N 1.39819 -7.46186 -2.15334
H 4.42599 -5.17353 0.73747
H -6.23255 3.73553 -4.38169
H -4.16734 0.11712 1.61688
C 5.27240 -2.50428 3.20828
H -6.05948 -0.68775 -0.06021
H 4.92385 0.74353 -5.82918
H -2.78944 -5.11391 3.04454
C -10.03414 -1.35015 -2.13812
C 3.20997 5.58425 5.95206
H 3.91540 -2.18300 -2.15463
C -3.50850 0.64792 -1.72809
C -4.58583 0.03818 -2.57049
C -4.13937 -2.31734 -5.96305
H 2.78212 2.15865 1.75662
H 1.01777 2.24055 -4.77846
H 2.13184 0.96043 -2.22844
N 2.38725 0.73138 -1.27850
H 7.26109 5.07411 -2.13677
C -3.31588 -3.09214 2.63172
C 2.90863 2.25625 -6.84458
H -4.75595 5.50610 -1.39387
C 4.03217 0.14705 -6.02212
H 3.42232 -7.19023 -2.43281
C 2.09271 4.54671 6.08657
H 6.86902 3.03700 -0.43131
H -0.94866 5.67562 1.15997
H 4.51823 2.33432 1.58423
C -5.33158 0.79394 4.15414
H -1.28987 0.40596 -5.14368
H 2.19215 -6.80470 -4.60855
H -3.91123 2.99190 3.77521
H 0.23688 4.48239 5.69639
C 2.51458 -6.58753 -2.46197
N -4.29898 -1.36610 -2.81212
H 0.38753 3.55810 -2.93669
H 3.63560 -3.86108 4.57430
O -2.28832 -1.22461 -4.67020
H -4.48768 -4.40231 -5.76371
H -3.88593 -2.28664 3.09467
C 3.45062 -0.28310 -1.32195
H 3.26989 -0.95013 0.77189
H -1.72274 -0.75289 6.17363
C 4.03320 -0.57892 0.08802
H 6.94703 -0.17569 3.89151
H 7.66057 1.32993 3.15121
H 1.07651 -2.97711 4.32261
C 2.70361 -5.44258 -1.36632
C -0.07795 6.19932 0.76538
C -6.01445 -1.42151 4.82171
H 4.86634 0.31904 5.63999
H 1.92637 -4.69287 -1.51443
O 0.96503 5.08367 5.52360
H -1.09547 -7.58467 -2.75460
C -3.21478 -4.25955 3.57111
N 1.80762 -5.61026 3.97513
C 2.21862 -4.51905 3.11347
H 1.99834 2.85549 -6.82494
H -2.94427 -2.15868 -1.42811
N 7.05059 1.77633 5.62145
H -0.44935 -1.32365 5.06020
H -2.55492 0.56947 -2.25025
C -3.88028 4.86822 -1.27387
H 1.80513 0.59492 4.37995
O 1.51317 6.39759 -1.06417
H 1.05973 -1.72484 6.81714
H -3.43710 5.35494 0.76008
H -3.57551 0.17304 -0.74926
O 0.15647 2.66142 -4.72712
H 4.56930 4.34850 -1.05159
H 5.01139 -1.76804 -8.48138
H -0.80906 -2.89084 -1.89524
H 1.56742 -7.94083 -1.28039
H -7.62996 -3.41155 -0.09925
O 4.17379 -0.33358 -7.38228
C 2.80579 1.04494 -5.92332
H 2.39796 3.59486 5.65195
H -7.44420 -0.98011 0.85622
H 1.92900 0.44596 -6.16940
H 2.12989 -4.79154 2.06182
H -1.93496 3.44772 -2.25287
H -0.97176 -0.50933 1.39478
H 1.31097 -5.40998 -3.88031
H 3.51953 1.86993 -4.17294
H 4.15277 -0.68762 -5.33156
O -0.25767 -1.54910 8.40694
H 3.15555 1.97626 -7.86866
O -4.90032 3.69448 0.50523
H -4.22339 -4.50613 3.90279
N -5.81127 -3.23489 -1.05142
H 4.20307 4.79599 2.11617
H -6.02093 1.65273 2.33065
H -5.37579 3.38522 3.92383
O -9.08794 -1.68718 -1.14589
H -1.29153 -2.45366 6.04973
H 2.49780 -0.66471 3.41896
O -5.99924 -0.41011 3.79605
H -3.97306 0.99366 -4.37106
```

Values from the calculation:
**Kohn-Sham gap**: 8.5 eV
**Spin multiplicity**: 1
**LUMO energy**: 0.1 eV
**E_tot**: -4573.9636 hartree

Record 2
C28H34FeN6O3S as an isolated structure, computed with ωB97M-V/def2-TZVPD.

```
73
C28H34FeN6O3S ωB97M-V/def2-TZVPD
H 0.70520 -6.43724 2.75051
C -0.86805 -1.36324 2.23622
H 1.00731 1.12097 -5.60666
H 0.12767 2.55605 4.39550
C 0.51585 -0.26792 -0.90959
H -1.70485 3.67075 -1.16479
C 0.23151 -1.17862 0.21828
C -3.71463 0.22802 -0.34357
C 1.49647 0.26823 -3.04233
C -3.69627 4.29460 2.00800
H 3.36304 -1.71281 -5.18228
C 1.26108 -0.63806 -2.01834
H -0.74833 -5.44800 2.80375
H -0.76055 -3.21673 3.25706
H 4.06748 0.62815 -5.29320
H 2.71640 -5.74805 1.52173
H -0.87352 3.82497 3.63213
N -7.13248 0.52185 -0.12857
C 2.35670 -4.72102 1.45064
N -2.59532 0.58931 -0.22022
H 4.14004 0.78825 -3.53559
H 2.75284 -4.29533 0.52752
C 0.27830 -5.47375 0.25646
C 0.22970 1.84333 -1.74753
C 0.67926 -2.47798 0.30635
O 0.38925 2.15140 1.59267
H -3.06817 5.70140 -0.99241
H -4.25363 4.38335 2.93005
N -4.83059 -0.25463 -0.57820
H -4.40221 6.09991 1.08010
H 1.98820 -2.24239 -4.22395
N -0.00929 0.96022 -0.77591
H 0.72089 -4.92374 3.64757
C -3.03123 5.00962 -0.16322
Fe -1.19276 1.19300 0.83563
H 0.61205 -6.51116 0.29764
O -2.01501 1.12880 2.49342
H 1.28988 -2.88365 -0.48690
H 1.64994 -1.64216 -2.07888
H 3.47773 -1.69335 -3.42714
C 2.80327 -1.51720 -4.26797
C 0.96400 1.54530 -2.87177
H 0.63947 4.28103 4.43982
H -0.16974 2.83261 -1.60766
H 1.11219 2.31459 -3.61629
C 2.28720 -0.07922 -4.29446
H 1.92226 -0.14391 -6.42332
H 0.50495 -0.56617 -5.45594
C 1.36976 0.09663 -5.51442
C 0.34078 -5.41003 2.74722
N -2.15911 2.97681 0.72578
H 3.17160 1.91542 -4.49440
O -3.22500 2.25265 3.99583
C 3.48548 0.87501 -4.40470
C 2.53858 2.64409 2.95251
C -6.04555 0.18132 -0.31439
C -2.74230 2.13592 2.89819
C -2.88669 3.18938 1.83325
H 3.14176 2.34947 2.09644
H -0.81265 -5.46801 0.24274
C -3.77026 5.22700 0.98800
H 2.31594 1.78445 3.58245
C -2.24767 3.87394 -0.25743
H 3.05290 3.42347 3.51434
S 1.01685 3.31897 2.31226
H 0.63335 -5.04895 -0.68347
C 0.14114 3.50418 3.85977
C 0.82093 -4.71195 1.47560
H 2.76784 -4.15900 2.29100
C 0.33897 -3.27103 1.40278
C -0.44993 -2.67475 2.37703
H -1.49147 -0.88241 2.97190
N -0.52881 -0.62195 1.17736
```

Values from the calculation:
**Kohn-Sham gap (alpha / beta)**: 7.7 / 7.7 eV
**Total charge**: +1
**Spin multiplicity**: 2
**<S²>**: 0.77
**LUMO energy (alpha / beta)**: -3.4 / -3.3 eV
**Energy above the lowest of the compared OMol25 structures with the same formula, charge and spin**: 18.5 kJ/mol
**E_tot**: -3303.3774 hartree

Record 3
A 2-piece molecular cluster, C4H5IO overall, computed with ωB97M-V/def2-TZVPD.

```
11
C4H5IO ωB97M-V/def2-TZVPD
H -0.08661 -1.70620 -1.47250
H -1.09683 -0.12157 -1.10669
H 0.14237 -2.03767 1.27281
C -0.11635 2.11884 -0.00629
I 2.72743 -0.29690 -0.22210
O -0.75958 2.44103 -0.97030
H -0.84253 -0.61363 1.46169
C -0.29816 -0.84674 -0.75182
H -0.23516 2.38213 1.02910
C 0.75547 -0.19203 0.02938
C -0.19006 -1.12726 0.73672
```

Values from the calculation:
**Kohn-Sham gap (alpha / beta)**: 7.6 / 7.9 eV
**Spin multiplicity**: 1
**LUMO energy (alpha / beta)**: -0.5 / -0.1 eV
**Energy above the lowest of the compared OMol25 structures with the same formula, charge and spin**: 418.0 kJ/mol
**E_tot**: -528.1643 hartree

Record 4
C9H10Cl3IrNO2 as an isolated structure, computed with ωB97M-V/def2-TZVPD.

```
26
C9H10Cl3IrNO2 ωB97M-V/def2-TZVPD
Cl 1.63235 -0.43935 4.16690
C -0.31625 -2.30066 -0.91872
H -0.53999 -2.79007 -1.88628
C -0.22735 0.38863 2.31909
H -2.16379 1.82477 -1.31269
C -0.10888 2.25981 -0.51034
C 1.02653 1.10986 -2.17751
Ir 0.06825 0.06059 -0.54336
N -1.30420 -1.25871 -0.67753
H -0.31911 2.87389 0.35786
C 1.03129 -1.59769 -1.01469
H 2.13876 2.17843 -0.52355
O 0.44826 -0.34159 1.47393
Cl -0.77024 0.99184 4.96307
H -0.30432 -3.09390 -0.14439
H 1.73242 -1.97160 -0.26648
O -0.92519 1.36554 2.06752
H 1.82966 0.67764 -2.76836
Cl -1.00065 -1.69491 3.85166
H -2.15740 -1.44993 -0.15340
C -1.08752 1.71031 -1.41077
H 1.43234 -1.63018 -2.03108
C -0.08798 -0.16167 3.81099
H -0.84079 0.42679 -3.25536
C -0.38408 0.96709 -2.42920
C 1.19787 1.89505 -0.98732
```

Values from the calculation:
**Kohn-Sham gap (alpha / beta)**: 5.2 / 7.4 eV
**Spin multiplicity**: 6
**<S²>**: 8.77
**LUMO energy (alpha / beta)**: 0.4 / -2.2 eV
**Energy above the lowest of the compared OMol25 structures with the same formula, charge and spin**: 89.8 kJ/mol
**E_tot**: -2038.7433 hartree